No. 1
A 2-piece molecular cluster, C3H3F3O overall, computed with the ωB97M-V functional and the def2-TZVPD basis.

Last column: Löwdin charge in e.
Geometry (Å):
H 1.0538 2.1319 -0.5375  0.0639
F 2.1880 -0.0991 0.9364  0.0712
C 1.6475 1.0607 0.8633  -0.1813
C -2.0142 0.2037 0.3061  -0.3382
C -1.8987 -1.1529 0.2932  0.1096
F -3.0969 0.9248 0.6624  0.0981
H -2.5549 -1.9328 0.4702  0.0402
H -0.9077 -1.4495 -0.0472  0.0703
O 1.7537 1.5243 -0.3839  0.0399
F -0.9614 0.9676 -0.1707  0.0264

Summary:
**Spin multiplicity**: 1
**Charge**: 0
**Frontier orbital gap**: 10.527 eV

=====

No. 2
A single C4H6N2O molecule, computed with the ωB97M-V functional and the def2-TZVPD basis.

Last column: Löwdin charge in e.
Geometry (Å):
H -0.4580 1.1724 -2.0572  0.1459
H 1.4928 -1.3540 0.5297  0.1368
N -0.2389 0.5295 -1.3130  0.0836
H -0.2759 -1.0369 2.3828  0.1072
H 1.0831 1.5382 -0.0009  0.1164
C 0.9767 0.5770 -0.5254  -0.1321
N -0.6386 -1.0534 0.2637  0.0452
O -2.4042 -0.2288 -1.0569  0.0823
H 1.8717 0.4138 -1.1339  0.1143
C 0.7312 -0.5823 0.4447  -0.2313
C -1.2383 -0.2216 -0.7445  -0.5220
H -0.6287 0.6302 1.6979  0.1235
C -0.2730 -0.3839 1.5130  -0.0700

Summary:
**Spin multiplicity**: 1
**Charge**: 0
**SMILES**: O=C1NC[C@H]2CN12
**Frontier orbital gap**: 10.628 eV

=====

No. 3
A single C15H22FN3O6 molecule, computed with the ωB97M-V functional and the def2-TZVPD basis.

Last column: Löwdin charge in e.
Geometry (Å):
H 2.7516 5.6932 0.4579  0.1596
O -0.5442 -4.0162 -1.4292  0.1210
C 2.9751 4.7712 -0.0928  -0.2668
C 1.9161 3.7105 0.2731  -0.2497
N 0.6011 -0.3752 0.1320  0.2266
N 0.8898 -2.3067 -1.1314  0.2016
C -2.3175 -2.9602 0.3220  -0.1495
H 5.6066 4.1571 2.0892  0.0845
H 1.4986 -2.7954 -1.7789  0.1623
H -5.4853 -2.5008 -1.0034  0.1131
C 2.6207 -0.6524 -1.0758  -0.1728
N 2.3161 1.2484 0.2353  0.0758
C -3.3691 -2.5416 -0.7029  -0.1735
H 0.4590 3.4692 1.4979  0.0815
C 4.7535 4.7225 1.7241  -0.0150
O 0.3364 1.5368 1.3098  0.0701
H -2.5718 -2.5853 1.3149  0.1379
H -6.7792 -4.3870 0.9710  0.0714
O 1.0347 4.2078 1.2260  -0.0081
H -3.3156 -1.4561 -0.8112  0.1210
H 1.3852 3.3954 -0.6407  0.1676
C -4.7846 -2.9410 -0.2905  -0.2237
H 2.6178 2.4410 1.8933  0.1799
H -6.6049 -5.8743 0.0388  0.0672
H -4.7040 -4.8791 -1.2187  0.1136
H 4.0580 0.9322 -0.8442  0.1534
H -4.3812 -4.9011 0.5150  0.1033
C 3.0867 0.5304 -0.5965  0.0689
O -1.0513 -2.3671 0.0232  0.0249
C 1.3319 -1.1049 -0.6647  -0.2224
H -2.2052 -4.0480 0.3430  0.1239
H 5.0755 4.3029 -0.3799  0.1570
H 3.9470 4.6562 2.4502  0.0882
C 4.3041 4.1567 0.3813  -0.2877
H -5.0076 -2.5211 0.6929  0.1152
H 2.2425 5.4374 -1.7675  0.1053
H -3.1230 -2.9942 -1.6657  0.1170
H -7.1064 -4.3848 -0.7616  0.0704
C -0.3050 -2.9792 -0.8692  -0.5443
H 5.0409 5.7631 1.6077  0.0876
F 3.3667 -1.4022 -1.9194  0.0645
C -6.4641 -4.7966 0.0138  -0.1168
O 3.0564 5.0139 -1.4723  -0.0007
C 1.0061 0.8137 0.6033  -0.4631
C 2.7591 2.5124 0.7997  -0.2288
O 4.0873 2.7507 0.4609  -0.0390
C -5.0046 -4.4524 -0.2598  -0.2722

Summary:
**Spin multiplicity**: 1
**Charge**: 0
**SMILES**: CCCCCOC(=O)Nc1nc(=O)n([C@H]2O[C@H](C)[C@@H](O)[C@@H]2O)cc1F
**Frontier orbital gap**: 9.276 eV

=====

No. 4
A single C2H2FIO2S molecule, computed with the ωB97M-V functional and the def2-TZVPD basis.

Last column: Löwdin charge in e.
Geometry (Å):
C -1.2814 0.1743 0.3800  -0.5825
O 2.3212 -1.0655 -0.1224  -0.2431
H -0.4148 -0.7568 -1.4242  0.0816
S 1.3450 -0.0702 0.0941  0.6737
H -1.1523 0.6125 1.3347  0.0225
C -0.3714 -0.3994 -0.4248  -0.2533
I -3.3654 -0.2713 0.0864  0.7867
O 1.3848 0.8291 1.2324  -0.2791
F 1.5342 0.9474 -1.1562  -0.2066

Summary:
**Spin multiplicity**: 1
**Charge**: 0
**SMILES**: O=S(=O)(F)/C=C/I
**Frontier orbital gap**: 9.615 eV

=====

No. 5
A 3-piece molecular cluster, C3H12NO4 overall, computed with the ωB97M-V functional and the def2-TZVPD basis.

Last column: Löwdin charge in e.
Geometry (Å):
C 1.3429 0.4852 -0.7553  -0.4847
H -1.6568 -0.1263 -0.7891  0.1472
N -1.0615 -0.3564 0.0134  0.1845
O 1.6102 1.1191 0.3945  0.1208
H -0.1429 1.3287 -2.7116  0.0699
H 0.3203 -1.3118 -1.2890  0.1607
C 0.9262 -1.4150 0.7917  -0.0384
O -0.7463 0.6414 -2.4159  -0.0311
H -1.2130 0.5360 0.5231  0.1275
H 2.0386 -1.4644 0.6731  0.1127
H 0.5742 -2.4468 0.8237  0.0934
C 0.3218 -0.6473 -0.4177  -0.2315
H -0.9771 1.5200 2.2895  0.0616
H -1.5057 -1.0503 0.6114  0.1676
O 1.7782 0.7590 -1.8282  0.1600
H 0.9768 -0.9925 1.7995  0.0893
O -1.6199 0.8192 2.2481  -0.0284
H -1.1634 0.3376 -3.2229  0.0829
H 1.8126 2.0512 0.2575  0.1467
H -1.6151 0.2133 3.0041  0.0892

Summary:
**Spin multiplicity**: 1
**Charge**: +1
**Frontier orbital gap**: 11.563 eV

=====

No. 6
A 3-piece molecular cluster, C2H11N2O2 overall, computed with the ωB97M-V functional and the def2-TZVPD basis.

Last column: Löwdin charge in e.
Geometry (Å):
H -0.8071 -0.9332 1.1387  0.0590
H -0.5685 0.7523 0.7454  0.0456
H -2.2933 -2.5878 1.8167  0.0493
C 0.5521 -0.5090 -0.4198  -0.2465
O -1.4487 2.6246 0.8235  -0.0289
H -0.9056 3.1117 1.3215  -0.0369
N -0.2213 -0.1988 0.6663  0.0438
H 1.6352 0.1691 -3.2329  0.0325
H 0.8336 1.5195 -1.1446  0.0935
H -1.1632 -2.6262 2.9434  0.1005
H 2.3782 -0.9515 -2.2238  0.0237
N 2.0202 0.0384 -2.2646  -0.0517
H -2.2718 3.2170 0.7142  0.1092
O -1.3440 -2.5081 1.9546  -0.0815
H 0.8904 -1.6289 -0.4993  0.1321
H 2.8847 0.6204 -2.2765  0.0136
C 0.9706 0.4306 -1.3035  -0.2572

Summary:
**Spin multiplicity**: 2
**Charge**: 0
**<S²>**: 0.7505
**Frontier orbital gap (alpha / beta)**: 3.423 / 8.441 eV

=====

No. 7
A single C6H8O2 molecule, computed with the ωB97M-V functional and the def2-TZVPD basis.

Last column: Löwdin charge in e.
Geometry (Å):
C -0.1173 -0.0432 -0.0492  -0.4577
H -1.2900 -0.0187 -1.8053  0.1185
H -3.1651 0.4531 0.1212  0.0432
H -1.0452 -1.1733 1.5152  0.0544
C -2.3378 -0.1331 0.0645  -0.1408
O 0.6805 1.1624 0.1145  -0.0343
C -1.1534 -0.3204 1.0709  -0.0180
H -0.9051 0.7061 1.4517  0.1540
H 2.8529 1.1605 0.1138  0.0851
H 2.8756 -1.3437 -0.0898  0.1490
O 0.6855 -1.1731 -0.4389  0.0244
C 1.9766 0.6511 0.2039  -0.0756
C -1.3056 0.4935 -0.8522  -0.1009
H -3.0555 -1.0527 -0.3448  0.1642
H -1.1459 1.5667 -0.8849  0.1277
C 1.9292 -0.6835 -0.0183  -0.0932

Summary:
**Spin multiplicity**: 1
**Charge**: 0
**SMILES**: C1=COC2(CCC2)O1
**Frontier orbital gap**: 9.211 eV

=====

Calculated relative energy (zero: lowest compared OMol25 entry of this formula, charge and spin) in order - 75.74 28.38 2.29 0.00 36.01 59.46 110.71 kcal/mol
Calculated energy in order - -13356.165 -9272.271 -35385.552 -27853.031 -12979.013 -9323.369 -10441.925 eV